Record 1
C28H32N3O7PtS2Si | ωB97M-V/def2-TZVPD

XYZ file:
```
74
C28H32N3O7PtS2Si | the OMol25 dataset | ωB97M-V/def2-TZVPD
Pt 0.4045 -0.4126 1.0984
O -7.0575 -0.0397 -1.6206
C -6.6309 -1.1487 -1.2313
O -7.2042 -2.2480 -1.0721
C -5.1384 -1.1627 -0.9466
C -4.2509 -1.6092 -1.9256
C -2.8962 -1.5513 -1.6841
N -2.3636 -1.0776 -0.5499
C -3.2077 -0.6952 0.4078
C -4.5872 -0.7149 0.2528
C -2.6261 -0.1514 1.6898
O -3.3681 0.0257 2.6255
O -1.3485 0.2180 1.7843
H -4.6241 -1.9874 -2.8704
H -2.1902 -1.8951 -2.4384
H -5.2045 -0.3791 1.0743
C -0.6344 -4.6197 -0.6080
C -0.7038 -3.4332 0.1417
N 0.2629 -2.5444 0.1160
C 1.3976 -2.8322 -0.5256
C 1.5729 -3.9872 -1.2785
C 0.4862 -4.8787 -1.3401
C 2.8485 -4.2336 -1.8947
C 3.8944 -3.4240 -1.6540
C 3.7646 -2.2789 -0.7924
C 4.8648 -1.5168 -0.3655
C 4.6706 -0.5385 0.5560
C 3.3702 -0.2485 0.9868
N 2.3125 -0.8706 0.5146
C 2.5064 -1.9423 -0.2956
H -1.4713 -5.3041 -0.5975
H -1.5509 -3.2069 0.7710
H 0.5637 -5.7809 -1.9355
H 2.9662 -5.1110 -2.5192
H 4.8698 -3.6431 -2.0717
H 5.8601 -1.7516 -0.7258
H 5.5014 0.0155 0.9710
H 3.1827 0.4972 1.7400
O 1.8991 -2.5608 2.7495
S 0.8069 -1.9798 3.5229
O 0.8128 -2.2869 4.9272
O -0.5020 -2.1096 2.8791
S 1.1249 0.1172 3.2744
C 2.4373 2.1914 -0.3391
Si 0.6822 1.8529 0.2711
C 0.3469 3.2527 1.5378
C 1.5792 3.4139 2.4444
C 0.1394 4.5789 0.7954
C -0.8844 3.0002 2.4212
C -0.2948 1.9776 -1.3644
C -1.8045 2.1185 -1.1130
C 0.0390 0.7173 -2.1870
C 0.1500 3.1707 -2.2307
H 2.4292 3.1848 -0.7947
H 2.7475 1.4702 -1.1027
H 3.1945 2.1976 0.4435
H 2.4610 3.7359 1.8832
H 1.8256 2.4934 2.9755
H 1.3684 4.1796 3.2003
H 0.9582 4.8110 0.1071
H 0.0943 5.3871 1.5355
H -0.7964 4.5896 0.2365
H -0.7953 2.0878 3.0055
H -1.7997 2.9165 1.8318
H -1.0023 3.8429 3.1164
H -2.1676 1.4414 -0.3494
H -2.3668 1.9181 -2.0315
H -2.0473 3.1351 -0.7914
H -0.0565 -0.1992 -1.6110
H 1.0666 0.7719 -2.5682
H -0.6339 0.6440 -3.0470
H 0.0291 4.1296 -1.7314
H -0.4732 3.1887 -3.1330
H 1.1911 3.0828 -2.5507
```

Computed properties:
**LUMO**: 0.359 eV
**Total charge**: -1
**DFT total energy**: -81156.6443 eV
**ΔE to the lowest compared entry with this formula, charge and spin**: 154.8 kJ/mol
**E_HOMO**: -4.99 eV
**Kohn-Sham gap**: 5.34 eV
**2S+1**: 1

***

Record 2
C31H28FFeIN4O5 | ωB97M-V/def2-TZVPD

XYZ file:
```
71
C31H28FFeIN4O5 | the OMol25 dataset | ωB97M-V/def2-TZVPD
Fe -1.9458 0.0464 -2.6174
F 1.2561 2.6229 2.9290
C 1.1640 1.3302 2.5437
C 0.4291 1.0111 1.4404
C 0.3787 -0.3147 1.0060
C -0.4418 -0.6621 -0.1624
O -1.0509 0.2415 -0.7636
C -0.5014 -2.0445 -0.4952
C 0.2548 -2.9298 0.2087
N 1.0740 -2.6049 1.2312
C 1.9210 -3.6224 1.8201
C 3.4076 -3.4634 1.6910
C 2.6889 -4.5136 0.8981
C 1.1041 -1.2944 1.6906
C 1.8188 -0.9466 2.8432
C 1.8480 0.3587 3.2880
N 2.5511 0.6597 4.4903
C 2.1323 1.7869 5.3018
C 2.5757 1.5479 6.7333
N 4.0783 1.3986 6.7391
C 4.5148 0.2605 5.8519
C 3.9959 0.5227 4.4519
C -1.3795 -2.6163 -1.5838
O -1.5054 -3.8250 -1.6368
O -1.9369 -1.7780 -2.3843
H -0.0917 1.7742 0.8749
H 0.2040 -3.9770 -0.0616
H 1.5242 -4.0532 2.7313
H 4.0272 -3.7752 2.5213
H 3.7661 -2.5938 1.1554
H 2.8035 -5.5488 1.1847
H 2.5793 -4.3509 -0.1655
H 2.3362 -1.7080 3.4107
H 1.0490 1.8769 5.2851
H 2.5471 2.7431 4.9496
H 2.1585 0.6243 7.1280
H 2.3174 2.3799 7.3852
H 4.4294 1.2735 7.6879
H 4.4841 2.2642 6.3760
H 4.0778 -0.6472 6.2622
H 5.6004 0.1972 5.8876
H 4.2758 -0.3118 3.8133
H 4.4797 1.4268 4.0444
I -4.2132 -0.3067 -0.8695
C -5.4105 0.6744 -2.2128
C -6.7299 0.8813 -1.9502
C -7.5122 1.5911 -2.8871
C -6.9399 2.0661 -4.0264
C -5.5689 1.8413 -4.3125
C -4.9941 2.3347 -5.5063
C -3.6928 2.0843 -5.7980
C -2.8934 1.3314 -4.9029
C -3.3946 0.8628 -3.7154
C -4.7664 1.1099 -3.3945
H -7.1777 0.5126 -1.0372
H -8.5626 1.7557 -2.6864
H -7.5293 2.6250 -4.7436
H -5.6132 2.9122 -6.1828
H -3.2555 2.4550 -6.7170
H -1.8778 1.1253 -5.1917
O 0.3631 -2.0296 -4.9303
C 0.4267 -0.8634 -4.6589
C 1.4949 0.1119 -5.1710
C 1.1915 1.4465 -4.4801
C -0.0286 1.1034 -3.6729
O -0.7050 1.8335 -2.9346
N -0.4327 -0.1556 -3.8096
H 1.4090 0.1621 -6.2555
H 2.4782 -0.2922 -4.9380
H 0.9501 2.2527 -5.1730
H 1.9853 1.8082 -3.8270
```

Computed properties:
**LUMO (alpha / beta)**: -3.406 / -3.406 eV
**Total charge**: +1
**DFT total energy**: -93997.7853 eV
**E_HOMO (alpha / beta)**: -9.30 / -9.35 eV
**<S²>**: 0.83
**Kohn-Sham gap (alpha / beta)**: 5.90 / 5.94 eV
**2S+1**: 2